Entry 1:
Here is a single C5H5NO2S molecule in a non-equilibrium geometry from the Open Molecules 2025 dataset. Energies are from wB97M-V/def2-TZVPD.

```
! RIJCOSX wB97M-V def2-TZVPD def2/J DEFGRID3
* xyz 0 1
C -2.81 -2.21 0.25
C -2.15 -1.31 -0.17
C 0.15 -0.53 -0.61
C -1.20 -0.29 -0.42
C 2.18 0.69 0.11
N 0.90 0.68 -0.64
O 0.26 2.37 1.15
O -1.53 0.97 0.05
S -0.23 1.96 -0.14
H -3.57 -2.97 0.41
H 0.59 -1.44 -0.91
H 3.12 0.82 -0.44
H 2.06 1.50 0.77
H 2.23 -0.25 0.60
*
```

Its LUMO energy is 0.503 eV. The HOMO-LUMO gap comes out at 8.833 eV.

Here is what Löwdin gives for the atomic charges, in e: 0.1319, -0.0873, -0.0545, -0.3524, -0.0806, -0.2796, -0.4200, -0.2350, 1.0092, 0.0447, 0.1223, 0.0917, 0.0365, 0.0731


Entry 2:
Here is a single C5H5NO3 molecule in a non-equilibrium geometry from the Open Molecules 2025 dataset. Energies are from wB97M-V/def2-TZVPD.

```
! RIJCOSX wB97M-V def2-TZVPD def2/J DEFGRID3
* xyz 0 1
C -0.75 -3.00 -0.22
C 0.35 0.30 -0.25
C 0.38 2.02 1.34
C 0.60 2.63 0.17
C 0.55 1.52 -0.94
H -1.51 -3.50 -1.19
H -0.67 -3.46 0.97
H 0.38 -3.25 -0.59
H 0.79 2.31 2.33
H 0.38 3.86 -0.06
N -0.29 -0.73 -0.75
O -0.98 -1.49 0.24
O 0.37 0.57 1.06
O 0.41 2.22 -2.11
*
```

Its LUMO energy is -1.411 eV. Its SMILES is CO/N=C1\OC=CC1=O. The HOMO-LUMO gap comes out at 8.065 eV.

Here is what Löwdin gives for the atomic charges, in e: -0.0721, -0.3143, -0.0255, -0.0117, -0.1677, 0.1525, 0.1307, 0.0863, 0.1409, 0.1992, 0.1292, -0.2017, -0.0081, -0.0377


Entry 3:
Here is a single C5H5NOS molecule in a non-equilibrium geometry from the Open Molecules 2025 dataset. Energies are from wB97M-V/def2-TZVPD.

```
! RIJCOSX wB97M-V def2-TZVPD def2/J DEFGRID3
* xyz 0 1
C -1.75 0.87 -0.25
C -0.14 -0.60 0.20
C 1.85 0.80 -0.21
C 0.84 1.61 0.01
C -0.46 0.85 0.42
H -2.37 1.54 0.41
H -1.74 1.13 -1.28
H 2.82 1.11 -0.39
H 0.76 2.66 -0.10
H -0.75 1.06 1.47
N -1.08 -1.34 -0.04
O -2.23 -0.49 -0.09
S 1.54 -0.96 0.00
*
```

Its LUMO energy is 0.741 eV. Its SMILES is C1=C[C@H]2CON=C2S1. The HOMO-LUMO gap comes out at 9.311 eV.

Here is what Löwdin gives for the atomic charges, in e: -0.1561, -0.6485, -0.3605, -0.0871, -0.2814, 0.1455, 0.1181, 0.0449, 0.0946, 0.1615, 0.0867, -0.1117, 0.9940


Entry 4:
Here is a single C5H5NOS molecule in a non-equilibrium geometry from the Open Molecules 2025 dataset. Energies are from wB97M-V/def2-TZVPD.

```
! RIJCOSX wB97M-V def2-TZVPD def2/J DEFGRID3
* xyz 0 1
C 0.47 -0.93 -0.73
C 0.68 -1.55 0.43
C 0.67 -0.42 2.70
C 0.58 0.55 -0.87
C -0.61 1.14 -0.15
N 0.61 -0.90 1.63
O -3.01 1.66 0.34
S -2.18 1.07 -0.66
H 0.42 -1.46 -1.79
H 0.85 -2.62 0.79
H 1.50 0.98 -0.45
H 0.56 0.76 -1.98
H -0.52 1.70 0.74
*
```

Its LUMO energy is -0.229 eV. The HOMO-LUMO gap comes out at 8.943 eV.

Here is what Löwdin gives for the atomic charges, in e: -0.1186, -0.1797, 0.0694, -0.2566, -0.3814, -0.0834, -0.5596, 0.9127, 0.1549, 0.1483, 0.1196, 0.1223, 0.0521


Entry 5:
Here is a single C5H5NS molecule in a non-equilibrium geometry from the Open Molecules 2025 dataset. Energies are from wB97M-V/def2-TZVPD.

```
! RIJCOSX wB97M-V def2-TZVPD def2/J DEFGRID3
* xyz 0 1
C 0.73 1.16 0.39
C 1.88 0.99 -0.02
C 1.09 -1.59 0.15
C -0.48 0.42 0.55
C -1.56 0.53 -0.49
N 0.05 -1.06 0.40
S 3.00 -0.12 -0.34
H 1.60 -2.57 -0.01
H -0.75 0.55 1.54
H -2.35 1.16 -0.06
H -1.96 -0.46 -0.77
H -1.24 0.98 -1.34
*
```

Its LUMO energy is 0.267 eV. The HOMO-LUMO gap comes out at 8.219 eV.

Here is what Löwdin gives for the atomic charges, in e: -0.1298, -0.6390, -0.0667, -0.3392, -0.0411, 0.0913, 0.6885, 0.0968, 0.1086, 0.0892, 0.0964, 0.0451


Entry 6:
Here is a single C5H5NS molecule in a non-equilibrium geometry from the Open Molecules 2025 dataset. Energies are from wB97M-V/def2-TZVPD.

```
! RIJCOSX wB97M-V def2-TZVPD def2/J DEFGRID3
* xyz 0 1
C 1.09 0.26 2.07
C 0.74 -0.72 0.04
C -0.37 1.26 -0.03
C -0.33 -0.98 -0.91
C -0.72 0.47 -1.24
N 1.24 -0.61 1.16
S -0.12 1.68 1.46
H 1.46 0.21 3.08
H -0.04 -1.59 -1.71
H -1.18 -1.41 -0.34
H -1.76 0.81 -1.55
H 0.01 0.63 -2.02
*
```

Its LUMO energy (spin up / spin down) is 0.186 / 0.186 eV. The HOMO-LUMO gap (spin up / spin down) comes out at 7.372 / 7.370 eV.

Here is what Löwdin gives for the atomic charges, in e: -0.3552, -0.0715, -0.5029, -0.1857, -0.2509, -0.0481, 0.9336, 0.0360, 0.0858, 0.1252, 0.1256, 0.1080


Entry 7:
Here is a single C5H5NS molecule in a non-equilibrium geometry from the Open Molecules 2025 dataset. Energies are from wB97M-V/def2-TZVPD.

```
! RIJCOSX wB97M-V def2-TZVPD def2/J DEFGRID3
* xyz 0 1
C -2.67 1.17 0.30
C -2.95 -0.10 0.29
C -0.39 0.66 -0.25
C 1.43 -0.81 0.22
C 1.05 0.60 -0.29
N -1.42 1.28 -0.14
S -2.39 -1.54 -0.16
H 1.53 -1.53 -0.52
H 0.72 -1.19 0.92
H 2.33 -0.69 0.67
H 1.31 0.86 -1.47
H 1.44 1.30 0.43
*
```

Its LUMO energy is -0.688 eV. The HOMO-LUMO gap comes out at 7.238 eV.

Here is what Löwdin gives for the atomic charges, in e: -0.2261, -0.6254, -0.0701, -0.0740, -0.1827, 0.0631, 0.6447, 0.0639, 0.0689, 0.0340, 0.1903, 0.1134


Entry 8:
Here is a molecular structure, C5H5O3Ru in a non-equilibrium geometry from the Open Molecules 2025 dataset. Energies are from wB97M-V/def2-TZVPD.

```
! RIJCOSX wB97M-V def2-TZVPD def2/J DEFGRID3
* xyz 1 7
O -0.24 2.11 -0.25
C -1.06 1.09 -0.44
O -1.76 0.65 0.74
Ru 1.54 1.81 0.26
H -1.79 1.28 -1.24
O 3.12 -0.98 0.43
C 2.01 -0.21 0.14
C 0.88 -0.75 -0.28
C -0.51 -0.47 -0.62
C -1.55 -0.74 0.48
H 3.77 -0.43 0.88
H -0.77 -0.87 -1.60
H -2.46 -1.23 0.11
H -1.18 -1.26 1.38
*
```

Its LUMO energy (spin up / spin down) is -4.724 / -7.495 eV. The HOMO-LUMO gap (spin up / spin down) comes out at 7.896 / 6.730 eV. The expectation value of S² is 12.03.

Here is what Löwdin gives for the atomic charges, in e: -0.2531, -0.4121, -0.0425, 1.3817, 0.1751, 0.0712, -0.3233, 0.1320, -0.1636, -0.1086, 0.1044, 0.1602, 0.1414, 0.1371


Entry 9:
Here is a molecular structure, C5H5O4Rh in a non-equilibrium geometry from the Open Molecules 2025 dataset. Energies are from wB97M-V/def2-TZVPD.

```
! RIJCOSX wB97M-V def2-TZVPD def2/J DEFGRID3
* xyz 0 5
O 1.96 -1.08 0.09
C 0.75 -1.67 0.35
C 0.12 -1.18 1.66
O 0.85 -0.43 2.37
C 1.66 1.99 2.43
O 1.01 2.90 1.94
O 2.30 2.23 3.60
Rh 2.53 0.18 1.32
H 0.82 -2.77 0.45
H 0.01 -1.48 -0.45
H 2.08 1.53 4.24
C -1.20 -1.55 2.11
C -2.20 -2.10 1.35
H -1.39 -1.24 3.15
H -1.91 -2.07 0.28
*
```

Its LUMO energy (spin up / spin down) is -1.350 / -2.434 eV. The HOMO-LUMO gap (spin up / spin down) comes out at 6.267 / 5.911 eV. The expectation value of S² is 6.03.

Here is what Löwdin gives for the atomic charges, in e: -0.3800, -0.2890, -0.3327, -0.1315, -0.5193, -0.0013, -0.0078, 1.0179, 0.1428, 0.1267, 0.0926, -0.1197, 0.2343, 0.1153, 0.0518


Entry 10:
Here is a single C5H6 molecule in a non-equilibrium geometry from the Open Molecules 2025 dataset. Energies are from wB97M-V/def2-TZVPD.

```
! RIJCOSX wB97M-V def2-TZVPD def2/J DEFGRID3
* xyz 0 1
C -2.40 -0.20 0.30
C -1.17 0.23 0.30
C 0.09 0.15 0.08
C 1.12 0.49 -0.88
C 1.44 -0.27 0.40
H -3.26 0.31 0.72
H -1.99 -1.23 0.29
H 1.12 -0.04 -1.82
H 1.36 1.55 -0.93
H 1.68 -1.33 0.29
H 1.95 0.23 1.21
*
```

Its LUMO energy is 1.055 eV. Its SMILES is C=C=C1CC1. The HOMO-LUMO gap comes out at 9.694 eV.

Here is what Löwdin gives for the atomic charges, in e: 0.0024, -0.0834, -0.2923, -0.0944, -0.0828, 0.0544, 0.0856, 0.1027, 0.1041, 0.1068, 0.0969


Entry 11:
Here is 27 unconnected molecules or ions with the total composition C5H68N2O27PS from the Open Molecules 2025 dataset. Energies are from wB97M-V/def2-TZVPD.

```
! RIJCOSX wB97M-V def2-TZVPD def2/J DEFGRID3
* xyz 1 1
C -0.37 -2.90 -1.76
C 0.05 -1.42 -1.75
C 0.77 -1.17 -0.43
S 1.61 0.42 -0.35
N 0.38 1.55 -0.09
C 0.83 2.78 0.61
C -0.01 3.98 0.17
P 2.67 0.34 1.66
N 3.37 -1.16 1.44
O 1.42 -0.01 2.65
H 0.44 -3.50 -1.35
H -0.65 -3.23 -2.76
H -1.19 -3.00 -1.06
H 0.68 -1.20 -2.61
H -0.84 -0.78 -1.81
H 0.06 -1.23 0.40
H 1.56 -1.91 -0.24
H -0.01 1.80 -1.00
H 1.89 3.00 0.43
H 0.74 2.60 1.68
H 0.61 4.72 -0.33
H -0.49 4.44 1.04
H -0.81 3.66 -0.51
H 4.32 -1.11 1.10
H 3.28 -1.79 2.23
H 0.57 -0.07 2.18
O -1.96 -3.03 1.62
H -2.70 -2.58 2.06
H -2.17 -3.97 1.77
O -2.69 -5.36 -1.06
H -1.90 -5.03 -0.62
H -2.83 -4.78 -1.82
O -2.23 6.13 1.47
H -2.54 6.81 0.85
H -2.74 6.32 2.26
O -2.30 8.96 1.06
H -1.48 9.39 0.76
H -2.56 9.48 1.83
O -2.96 -1.00 3.60
H -2.08 -0.68 3.41
H -3.20 -0.58 4.44
O 0.04 -5.43 0.24
H 0.37 -5.29 1.13
H 0.17 -6.37 0.08
O -2.28 2.05 -1.87
H -3.12 2.40 -1.55
H -2.36 1.11 -1.63
O 5.73 -0.32 -0.41
H 6.48 -0.18 -1.01
H 5.12 -0.84 -0.95
O -3.26 -1.22 -1.90
H -4.01 -1.80 -2.11
H -2.78 -1.71 -1.23
O -2.33 -6.06 2.39
H -2.14 -6.09 1.44
H -2.24 -6.98 2.66
O 6.70 -2.22 1.99
H 6.61 -1.40 1.49
H 6.26 -2.06 2.83
O -0.89 6.73 -1.38
H -0.99 6.46 -0.46
H -1.37 6.07 -1.89
O -0.56 -8.08 1.02
H -1.32 -8.64 0.82
H -0.04 -8.61 1.64
O -4.88 0.93 -1.54
H -4.96 0.01 -1.26
H -5.48 1.03 -2.29
O 1.90 -3.42 3.06
H 1.40 -3.88 3.74
H 1.55 -2.52 3.12
O 2.46 0.10 -4.34
H 2.26 0.80 -4.97
H 1.96 0.35 -3.56
O 1.12 2.70 -5.24
H 0.95 3.38 -5.91
H 0.61 2.97 -4.48
O 0.19 6.56 3.18
H 0.06 5.64 3.42
H -0.43 6.70 2.45
O -4.52 -0.40 0.91
H -4.93 -0.68 1.73
H -4.50 0.56 0.94
O 2.51 5.06 1.83
H 2.87 5.53 1.07
H 2.02 5.75 2.32
O 1.51 -5.92 -2.76
H 1.35 -5.21 -3.39
H 1.04 -5.66 -1.96
O 9.24 -1.87 0.30
H 8.77 -2.18 1.09
H 9.62 -1.02 0.56
O -5.28 -5.59 1.51
H -4.48 -5.32 1.97
H -5.35 -4.97 0.77
O -5.89 -3.10 -2.05
H -6.18 -4.00 -1.87
H -6.44 -2.81 -2.78
O 1.33 5.23 -6.74
H 2.20 5.51 -7.06
H 1.12 5.85 -6.04
O 4.50 6.13 3.79
H 4.40 5.86 4.71
H 4.04 5.46 3.27
*
```

Its LUMO energy is -2.719 eV. The HOMO-LUMO gap comes out at 9.800 eV.

These are the Löwdin partial charges, in e, on atoms 1 to 99: -0.0901, -0.2634, -0.4074, 0.9339, -0.3077, -0.3302, -0.0772, 0.7841, -0.1612, -0.3128, 0.0575, 0.0970, 0.0443, 0.0995, 0.0855, 0.0879, 0.0866, 0.0593, 0.0781, 0.0933, 0.0735, 0.0524, 0.0625, 0.0049, 0.0401, 0.0420, -0.0530, 0.0131, 0.0003, -0.0496, -0.0212, 0.0319, -0.0700, 0.0259, 0.0612, -0.0440, 0.0549, 0.0536, -0.0425, 0.0327, 0.0549, -0.0534, 0.0532, 0.0347, -0.0674, 0.0285, 0.0063, -0.0597, 0.0653, 0.0499, -0.0481, 0.0240, 0.0239, -0.0516, 0.0079, 0.0472, -0.0517, 0.0082, 0.0426, -0.0453, -0.0108, 0.0442, -0.0364, 0.0677, 0.0649, -0.0655, 0.0059, 0.0555, -0.0527, 0.0536, 0.0047, -0.0640, 0.0144, -0.0168, -0.0555, 0.0118, 0.0334, -0.0511, 0.0418, 0.0086, -0.0536, 0.0393, 0.0402, -0.0535, 0.0660, 0.0265, -0.0486, 0.0312, -0.0102, -0.0603, 0.0049, 0.0335, -0.0556, -0.0010, 0.0182, -0.0442, 0.0467, 0.0501, -0.0446


Entry 12:
Here is a molecular structure, C5H6AgO3 in a non-equilibrium geometry from the Open Molecules 2025 dataset. Energies are from wB97M-V/def2-TZVPD.

```
! RIJCOSX wB97M-V def2-TZVPD def2/J DEFGRID3
* xyz 0 2
O -2.78 5.89 -2.47
C -2.83 4.79 -2.14
O -2.90 3.68 -1.82
C 2.65 -1.67 1.75
C 1.65 -2.04 0.87
C 0.93 -1.15 0.06
C -0.57 -1.20 -0.08
O -1.23 -0.28 0.71
H 2.87 -0.62 1.96
H 3.23 -2.43 2.29
H 1.42 -3.10 0.76
H -0.45 -0.76 -1.17
H -0.91 -2.25 0.08
Ag -2.57 1.59 -0.23
H 1.50 -0.45 -0.56
*
```

Its LUMO energy (spin up / spin down) is -1.365 / -1.373 eV. The HOMO-LUMO gap (spin up / spin down) comes out at 5.253 / 6.173 eV. The expectation value of S² is 0.78.

Here is what Löwdin gives for the atomic charges, in e: 0.2473, -0.3890, 0.1308, -0.0038, -0.2247, -0.1241, -0.4759, -0.3977, 0.0492, 0.0373, 0.0992, 0.1014, 0.1054, 0.7432, 0.1013


| no. | calculated total energy (eV) |
| --- | --- |
| 1 | -21682.037 |
| 2 | -12890.132 |
| 3 | -19635.719 |
| 4 | -19634.695 |
| 5 | -17586.490 |
| 6 | -17584.897 |
| 7 | -17585.146 |
| 8 | -13974.555 |
| 9 | -16455.877 |
| 10 | -5277.948 |
| 11 | -84671.105 |
| 12 | -15418.884 |